(1)
{
  "formula": "C24H33N4PRuS",
  "method": "wB97M-V/def2-TZVPD",
  "species": ["Ru", "S", "C", "C", "C", "C", "C", "N", "H", "H", "H", "H", "C", "C", "C", "C", "N", "N", "C", "H", "H", "H", "H", "H", "H", "H", "H", "C", "C", "P", "C", "C", "C", "C", "H", "H", "H", "H", "H", "H", "H", "H", "H", "H", "H", "H", "H", "H", "H", "C", "C", "C", "C", "C", "C", "C", "C", "N", "H", "H", "H", "H", "H", "H"],
  "xyz": [[-0.409060, -0.270639, 0.559004], [1.863980, 0.300387, -0.293609], [1.378391, 1.963905, -0.200320], [2.287601, 3.021069, -0.215709], [1.797262, 4.309925, -0.148932], [0.421881, 4.506226, -0.085071], [-0.402157, 3.398393, -0.079164], [0.054014, 2.143871, -0.122981], [3.344983, 2.806403, -0.279398], [2.473429, 5.154480, -0.154422], [-0.003029, 5.499102, -0.045160], [-1.476655, 3.536416, -0.073203], [-5.503015, 2.365664, -0.298586], [-4.536486, 1.236288, -0.337192], [-4.700256, -0.102706, -0.621230], [-3.426005, -0.676385, -0.517460], [-2.528491, 0.256793, -0.185387], [-3.226115, 1.400217, -0.082571], [-3.036454, -2.103288, -0.682326], [-6.521109, 1.986120, -0.279249], [-5.391793, 3.002688, -1.177472], [-5.354866, 2.981016, 0.589932], [-5.615926, -0.604738, -0.883541], [-2.768801, 2.239116, 0.219111], [-3.875707, -2.686860, -1.055584], [-2.731034, -2.503920, 0.283620], [-2.202716, -2.198025, -1.379135], [-1.570740, -4.732872, 0.730282], [-0.383051, -4.270699, -0.118177], [0.445819, -2.703814, 0.385173], [1.040992, -3.049861, 2.100603], [1.657882, -4.418229, 2.385671], [1.969604, -2.747864, -0.659105], [2.539451, -4.092715, -1.108893], [-1.650843, -5.818725, 0.686387], [-2.511361, -4.329400, 0.366108], [-1.457258, -4.458306, 1.780705], [-0.666876, -4.167985, -1.167685], [0.412416, -5.013924, -0.072955], [0.183832, -2.887200, 2.760130], [1.764547, -2.259598, 2.316781], [0.972647, -5.231305, 2.146722], [1.891180, -4.493143, 3.447838], [2.584192, -4.562305, 1.833132], [2.720685, -2.197404, -0.089343], [1.749893, -2.146490, -1.543262], [2.754301, -4.762291, -0.277860], [3.478653, -3.902083, -1.627926], [1.878172, -4.606237, -1.805450], [0.105618, 0.356411, 2.677355], [-1.267441, 0.727640, 2.807645], [-1.682761, 2.079386, 2.837537], [-3.003619, 2.403590, 3.026572], [-3.971839, 1.396494, 3.157783], [-3.584973, 0.055191, 3.125512], [-2.256531, -0.272300, 2.969913], [-5.343070, 1.751968, 3.321270], [-6.444688, 2.063642, 3.427722], [0.403320, -0.592387, 3.106383], [0.855169, 1.137291, 2.715567], [-0.937112, 2.859777, 2.746779], [-3.318841, 3.438285, 3.082651], [-4.334137, -0.716080, 3.245448], [-1.942354, -1.309641, 3.006367]],
  "atomic_forces_ev_per_a": [[2.23, 1.82, -0.74], [-1.46, -0.84, 0.77], [-0.06, 0.08, -0.01], [-0.10, 0.08, -0.03], [0.09, -0.14, -0.03], [-0.15, 0.00, -0.02], [0.06, 0.15, -0.01], [-0.16, -0.41, 0.58], [0.01, 0.04, 0.03], [0.00, 0.00, 0.01], [-0.01, -0.02, -0.04], [0.03, 0.05, 0.09], [0.04, 0.08, -0.01], [0.06, -0.06, 0.02], [0.03, -0.13, -0.09], [-0.09, 0.28, -0.05], [0.19, -1.41, 0.00], [0.02, 0.14, 0.02], [-0.08, 0.23, 0.03], [0.00, 0.00, 0.01], [-0.01, -0.01, 0.00], [-0.02, 0.00, 0.01], [-0.01, 0.04, 0.01], [0.07, 0.02, 0.06], [0.00, -0.01, 0.00], [-0.04, 0.11, -0.11], [-0.01, -0.05, 0.01], [0.06, -0.10, -0.01], [-0.25, 0.33, 0.10], [-0.14, 0.69, 0.78], [-0.06, -0.18, -0.21], [-0.04, 0.09, 0.02], [-0.21, 0.09, -0.03], [-0.04, 0.02, 0.07], [0.00, 0.00, 0.02], [0.08, -0.14, 0.10], [-0.03, -0.01, 0.01], [0.03, -0.06, -0.02], [0.01, 0.01, -0.05], [0.02, 0.05, 0.00], [-0.06, 0.06, 0.00], [0.03, -0.02, -0.02], [0.03, -0.02, -0.01], [0.00, -0.04, 0.01], [0.00, 0.03, -0.02], [0.04, 0.06, 0.03], [-0.01, -0.02, -0.03], [0.00, -0.05, -0.02], [0.00, -0.01, 0.01], [0.34, -0.98, -1.78], [-0.91, 0.08, 0.70], [0.20, -0.23, -0.06], [-0.24, 0.07, -0.02], [0.59, -0.31, -0.07], [-0.47, 0.25, -0.03], [0.66, 0.10, -0.18], [-0.39, 0.12, 0.04], [0.07, -0.04, -0.04], [0.04, 0.13, 0.20], [0.01, 0.01, -0.10], [0.00, 0.00, 0.02], [0.05, 0.00, 0.01], [0.01, 0.00, 0.00], [-0.04, -0.01, 0.05]],
  "spin_multiplicity": 2,
  "total_charge": 1,
  "de_lowest_ev": 1.932,
  "s2": 0.892,
  "gap_ev": [6.67, 7.37],
  "e_lumo_ev": [-4.3, -3.7],
  "homo_ev": [-10.94, -11.12]
}

***

(2)
{
  "formula": "C16H18ClN3O4S",
  "method": "wB97M-V/def2-TZVPD",
  "species": ["C", "O", "C", "C", "C", "C", "S", "O", "O", "N", "C", "C", "C", "O", "N", "C", "C", "C", "C", "C", "C", "N", "C", "C", "Cl", "H", "H", "H", "H", "H", "H", "H", "H", "H", "H", "H", "H", "H", "H", "H", "H", "H", "H"],
  "xyz": [[-3.518550, -0.737558, 2.499941], [-3.120601, -1.280466, 1.261707], [-1.802589, -1.349331, 0.973499], [-0.775429, -0.882784, 1.790134], [0.547985, -1.019445, 1.402446], [0.848670, -1.602418, 0.190342], [2.551266, -1.888636, -0.266698], [2.607572, -3.076505, -1.067638], [3.350514, -1.824310, 0.919986], [2.887470, -0.645869, -1.350387], [3.442190, 0.621728, -0.893889], [4.807532, 0.511165, -0.223994], [2.408237, 1.269896, 0.035918], [2.618783, 1.566933, 1.191299], [1.247074, 1.532543, -0.593844], [0.106228, 2.089147, 0.088500], [-1.173357, 1.583528, -0.517279], [-2.401597, 1.821457, 0.090827], [-3.548754, 1.348365, -0.522139], [-3.432793, 0.663762, -1.722104], [-2.165346, 0.485038, -2.250272], [-1.065959, 0.930404, -1.666222], [-0.147999, -2.075184, -0.643749], [-1.464109, -1.953747, -0.249437], [-2.727980, -2.565023, -1.239355], [-3.106457, -1.307625, 3.337353], [-3.223701, 0.311913, 2.589365], [-4.604514, -0.811324, 2.512953], [-1.000903, -0.424650, 2.739475], [1.352529, -0.681151, 2.035754], [3.403001, -1.051478, -2.117858], [3.519608, 1.263559, -1.782878], [4.732444, -0.115693, 0.659014], [5.144094, 1.500125, 0.075223], [5.530309, 0.077353, -0.911639], [1.038643, 1.132850, -1.499523], [0.127143, 3.186499, 0.011614], [0.169588, 1.835732, 1.151833], [-2.447115, 2.369775, 1.019996], [-4.517815, 1.509749, -0.073161], [-4.300408, 0.275501, -2.230093], [-2.013483, -0.037988, -3.184816], [0.118599, -2.555826, -1.570214]],
  "atomic_forces_ev_per_a": [[-0.05, 0.07, 0.19], [0.26, -0.16, -0.23], [0.07, -0.07, -0.10], [-0.21, -0.03, 0.03], [0.09, -0.02, 0.04], [0.61, -0.11, 0.02], [-0.24, -0.02, -0.31], [-0.15, 0.06, -0.25], [-0.23, 0.32, 0.05], [-0.15, -0.75, 0.20], [0.42, 0.16, 0.55], [-0.22, 0.10, 0.02], [-0.14, 0.42, -0.58], [0.25, 0.01, 0.44], [-0.36, 0.11, -0.09], [0.29, 0.24, 0.19], [-0.13, 0.05, 0.05], [0.03, -0.03, -0.13], [0.14, 0.04, -0.06], [0.07, 0.11, 0.03], [-0.37, 0.01, -0.18], [0.33, 0.15, -0.01], [-0.21, -0.03, 0.04], [0.14, 0.07, 0.22], [-0.17, -0.34, -0.23], [0.00, 0.03, -0.03], [0.02, -0.01, 0.00], [0.07, 0.03, 0.05], [-0.04, 0.05, 0.10], [0.05, 0.08, 0.13], [0.02, -0.18, -0.13], [-0.11, -0.17, 0.15], [0.11, 0.10, 0.00], [0.08, 0.07, 0.01], [0.06, -0.03, -0.09], [0.12, -0.10, 0.04], [-0.06, -0.12, 0.12], [-0.05, 0.06, -0.12], [0.00, 0.05, 0.12], [-0.08, 0.01, 0.04], [-0.06, -0.07, -0.06], [-0.10, -0.08, -0.08], [-0.10, -0.09, -0.16]],
  "smiles": "COc1ccc(S(=O)(=O)N[C@H](C)C(=O)NCc2ccccn2)cc1Cl",
  "de_lowest_ev": 0.473,
  "gap_ev": 9.50,
  "e_lumo_ev": 0.5,
  "homo_ev": -8.97
}

***

(3)
{
  "formula": "HNO",
  "method": "wB97M-V/def2-TZVPD",
  "species": ["N", "O", "H"],
  "xyz": [[0.332706, 0.398666, -0.007136], [1.108288, -0.471600, -0.003150], [-1.440993, 0.072934, 0.010287]],
  "atomic_forces_ev_per_a": [[0.21, -1.78, 0.02], [-2.84, 1.87, 0.00], [2.63, -0.09, -0.02]],
  "de_lowest_ev": 2.110,
  "gap_ev": [8.22, 8.22],
  "e_lumo_ev": [-0.8, -0.8],
  "homo_ev": [-8.98, -8.98]
}

***

(4)
{
  "formula": "C4H4N2O",
  "method": "wB97M-V/def2-TZVPD",
  "species": ["O", "C", "C", "C", "N", "C", "N", "H", "H", "H", "H"],
  "xyz": [[-3.073906, -0.680747, -0.905950], [-1.955562, -0.431983, -0.661883], [-0.718431, -0.121365, -0.326470], [-0.140290, 1.224703, -0.265978], [1.059800, 1.229941, 0.159781], [1.424821, -0.138088, 0.481217], [0.355713, -1.026449, -0.038653], [-0.649014, 2.138215, -0.565185], [1.521187, -0.223401, 1.573301], [2.393551, -0.380508, 0.032733], [0.094885, -1.725837, 0.646247]],
  "atomic_forces_ev_per_a": [[0.89, 0.18, 0.14], [-0.66, -0.04, -0.12], [-0.12, 0.07, -0.08], [0.10, 0.06, 0.02], [-0.35, -0.08, -0.13], [0.31, -0.03, 0.17], [-0.09, -0.07, 0.11], [0.00, -0.19, 0.06], [0.06, 0.01, -0.11], [-0.15, 0.00, 0.02], [0.02, 0.09, -0.07]],
  "smiles": "O=C=C1C=NCN1",
  "de_lowest_ev": 1.927,
  "gap_ev": 8.48,
  "e_lumo_ev": 0.5,
  "homo_ev": -7.99
}

***

(5)
{
  "formula": "C7H39NO13",
  "method": "wB97M-V/def2-TZVPD",
  "species": ["C", "C", "C", "N", "C", "C", "C", "C", "H", "H", "H", "H", "H", "H", "H", "H", "H", "H", "H", "H", "H", "H", "H", "O", "H", "H", "O", "H", "H", "O", "H", "H", "O", "H", "H", "O", "H", "H", "O", "H", "H", "O", "H", "H", "O", "H", "H", "O", "H", "H", "O", "H", "H", "O", "H", "H", "O", "H", "H", "O"],
  "xyz": [[2.170976, -1.001006, -0.075876], [0.678686, -1.244182, 0.011029], [0.119575, -2.444135, 0.101494], [0.846597, -3.646828, 0.366366], [-0.130615, 0.046285, -0.184950], [-1.374223, -0.001526, 0.616695], [-1.600837, 0.946227, 1.535424], [-2.773801, 0.987603, 2.464137], [2.812367, -1.939295, -0.096283], [2.649212, -0.664702, 0.828558], [2.520700, -0.381331, -0.967889], [-0.940138, -2.608808, 0.133132], [1.401621, -3.888326, -0.457904], [0.088661, -4.313135, 0.543043], [0.498251, 0.889753, 0.122700], [-0.336761, 0.240436, -1.210763], [-2.095749, -0.781350, 0.416332], [-1.065244, 1.866336, 1.693041], [-2.391267, 0.472273, 3.376802], [-3.772784, 0.505235, 2.359895], [-2.841840, 2.024811, 2.819626], [2.104459, 2.290747, -1.622493], [1.210163, 1.363735, -2.157102], [1.178079, 2.282237, -1.898030], [-2.362536, -0.631983, -3.093002], [-1.701694, -0.016100, -4.203227], [-1.839513, 0.166394, -3.261466], [3.160807, 3.091109, 0.923650], [2.407020, 4.242423, 0.079508], [2.679252, 3.325178, 0.100212], [-0.797289, -1.655389, -2.848779], [0.799088, -1.890399, -2.588621], [0.015260, -2.175187, -3.025588], [2.819192, -0.247999, -3.254586], [3.584561, 1.005868, -3.689725], [3.122559, 0.611248, -2.938082], [-0.607355, -1.783042, 2.668167], [-0.265134, -3.057988, 3.462259], [-0.954158, -2.429585, 3.302437], [-3.949698, -1.354039, -1.576530], [-3.577809, -2.907835, -1.811638], [-3.220164, -2.009684, -1.682511], [-1.746396, 2.987652, -1.642966], [-2.300974, 2.117987, -2.770075], [-2.454190, 2.908248, -2.334729], [1.162128, -2.752171, 2.888380], [2.494533, -2.935692, 2.136397], [2.160178, -2.676836, 2.998831], [3.334988, 1.261758, 2.735384], [2.584820, 2.531458, 2.812092], [3.252104, 2.108449, 2.297784], [2.409490, -0.965941, 3.116905], [3.056318, -0.276427, 4.310278], [2.394783, -0.152758, 3.637534], [-3.918786, 1.130688, -1.229230], [-4.436294, 0.562315, 0.045833], [-4.325381, 0.323207, -0.870573], [0.141829, 2.952145, -0.667894], [-0.795287, 3.927085, -0.102273], [-0.729932, 2.971192, -0.194233]],
  "atomic_forces_ev_per_a": [[1.63, -1.73, -0.90], [0.46, 1.16, -0.88], [0.61, 0.23, 0.86], [-0.61, -0.02, -0.31], [0.84, -0.85, 1.00], [0.08, 1.60, 0.80], [-1.81, -1.04, -0.59], [0.24, -0.34, 2.21], [-1.05, 0.39, -0.74], [-0.40, 1.35, 0.49], [-0.64, -0.57, 1.40], [-0.44, 0.46, -0.12], [-0.28, -0.41, 0.41], [1.04, -0.39, -0.38], [-0.18, -0.26, 0.21], [-0.29, -0.12, -1.12], [-0.08, -0.08, 0.13], [1.00, -0.46, -0.41], [-0.28, 0.23, -0.20], [0.74, 0.40, -0.82], [-0.69, -0.21, -0.21], [0.13, 1.00, 0.49], [-0.86, -0.49, -0.55], [0.76, -0.07, -0.26], [-0.52, 0.10, 1.01], [0.43, 0.73, -0.09], [-0.20, -0.88, -0.90], [-0.42, 0.20, -0.49], [0.26, 0.15, 0.30], [0.23, -0.14, -0.28], [1.49, -0.03, 0.50], [0.13, 0.84, 0.92], [-1.41, -0.98, -1.42], [0.12, 0.06, -0.09], [-0.14, -0.02, 0.15], [0.18, -0.27, -0.27], [-0.16, 0.02, 0.01], [0.22, -0.69, 0.38], [-0.57, 0.64, -0.30], [0.47, -0.53, 0.25], [0.01, 0.84, 0.06], [-0.23, -0.26, -0.38], [-0.72, -0.40, -0.57], [0.67, -2.56, -1.38], [-0.30, 2.63, 1.89], [2.29, 0.24, -0.11], [-0.17, -0.36, -0.34], [-1.67, -0.25, -0.06], [-0.15, -0.78, 0.08], [-0.88, 0.50, 0.54], [0.99, 0.26, -0.23], [-0.15, -0.52, 0.19], [0.26, -0.27, 0.52], [0.02, 1.11, -0.23], [0.08, -0.18, -0.25], [-0.08, -0.16, 0.60], [-0.04, 0.59, -0.52], [-0.39, -0.94, 0.06], [-0.52, 0.25, 0.40], [0.97, 1.29, -0.48]],
  "de_lowest_ev": 4.141,
  "gap_ev": 8.55,
  "e_lumo_ev": 0.2,
  "homo_ev": -8.39
}

***

(6)
{
  "formula": "C4H6BrClF2",
  "method": "wB97M-V/def2-TZVPD",
  "species": ["C", "C", "C", "C", "F", "F", "Cl", "Br", "H", "H", "H", "H", "H", "H"],
  "xyz": [[-0.167529, -0.301497, 1.087369], [0.280663, 0.680932, -1.304513], [-0.195606, 0.812417, 0.142075], [-2.428884, 0.899889, -0.354827], [-2.869120, 2.073745, 0.149117], [-2.509666, 0.948565, -1.764540], [-0.045183, 2.442034, 0.645956], [-3.430515, -0.618411, 0.290321], [-1.057283, -0.814627, 0.976896], [0.690372, -0.865970, 0.749306], [0.069442, 0.136617, 2.098216], [-0.432481, 0.076061, -1.783583], [1.089650, 0.002175, -1.209825], [0.462184, 1.651992, -1.694487]],
  "atomic_forces_ev_per_a": [[2.96, 2.11, 1.12], [-0.29, -0.85, 2.69], [-3.97, 1.49, -2.86], [2.70, 0.70, -0.74], [-0.15, -1.01, -0.67], [-0.28, 0.13, 2.13], [0.38, 0.37, 0.93], [-0.15, 0.31, -0.15], [-1.58, -1.44, 0.42], [0.18, -0.81, 0.33], [-0.66, -0.95, -0.78], [-1.06, -0.25, -1.21], [1.67, -0.11, -0.43], [0.25, 0.31, -0.79]],
  "de_lowest_ev": 0.445,
  "gap_ev": [9.04, 9.04],
  "e_lumo_ev": [0.2, 0.2],
  "homo_ev": [-8.85, -8.85]
}